No. 1
# C27H29MnNOS2Si

A molecular structure, C27H29MnNOS2Si (ωB97M-V with the def2-TZVPD basis set, OMol25).

Each line ends with the Löwdin charge.
Positions of all 62 atoms, in Å:
Mn -0.087 0.106 0.903  0.491
C 0.803 3.471 3.211  -0.082
C 0.828 3.356 1.724  -0.637
S -0.398 2.557 0.688  0.685
C 1.685 3.852 0.828  -0.699
C 2.948 4.610 1.009  -0.072
S 1.010 3.348 -0.721  0.701
H -0.098 3.024 3.624  0.042
H 0.838 4.519 3.512  0.090
H 1.668 2.964 3.642  0.089
H 3.051 4.897 2.055  0.081
H 2.951 5.509 0.392  0.082
H 3.805 3.996 0.729  0.089
C 0.250 0.198 3.741  -0.166
Si -1.641 0.090 3.435  0.419
C -2.304 -0.967 4.854  -0.184
C -2.504 1.769 3.630  -0.177
N -1.668 -0.448 1.798  -0.183
C -2.518 -1.335 1.188  -0.285
C -3.657 -1.903 1.773  -0.035
C -4.391 -2.877 1.116  -0.102
C -4.024 -3.304 -0.148  -0.101
C -2.928 -2.724 -0.777  -0.016
C -2.206 -1.749 -0.120  -0.178
O -1.101 -1.092 -0.681  -0.076
C -0.691 -1.539 -1.933  -0.296
C -0.999 -0.785 -3.049  0.004
C -0.544 -1.198 -4.292  -0.072
C 0.198 -2.361 -4.412  -0.084
C 0.483 -3.120 -3.286  -0.068
C 0.039 -2.711 -2.041  -0.011
H 0.502 0.932 4.507  0.028
H 0.830 0.478 2.840  -0.004
H 0.628 -0.770 4.073  0.040
H -1.824 -0.661 5.786  0.032
H -2.111 -2.031 4.713  0.033
H -3.378 -0.831 4.985  0.024
H -2.298 2.195 4.615  0.032
H -3.584 1.633 3.547  0.031
H -2.212 2.496 2.870  -0.010
H -3.944 -1.587 2.767  0.089
H -5.253 -3.317 1.602  0.100
H -4.579 -4.085 -0.649  0.098
H -2.632 -3.045 -1.766  0.116
H -1.584 0.118 -2.933  0.127
H -0.775 -0.611 -5.171  0.106
H 0.560 -2.677 -5.382  0.103
H 1.049 -4.038 -3.380  0.107
H 0.270 -3.280 -1.149  0.134
C 1.550 0.077 -0.080  -0.136
C 2.119 0.041 -1.164  -0.151
C 2.793 -0.001 -2.423  -0.258
C 3.667 -1.044 -2.743  -0.044
C 4.212 -1.136 -4.013  -0.093
C 3.895 -0.195 -4.982  -0.102
C 3.056 0.864 -4.664  -0.092
C 2.509 0.967 -3.397  -0.049
H 3.898 -1.785 -1.989  0.114
H 4.874 -1.956 -4.259  0.100
H 4.297 -0.290 -5.982  0.097
H 2.819 1.604 -5.419  0.100
H 1.846 1.783 -3.150  0.079

**2S+1**: 4
**Frontier orbital gap (spin up / spin down)**: 6.850 / 6.513 eV
**E_tot**: -3413.042083 Eh
**⟨S²⟩**: 3.805


No. 2
# C4H6S

A molecular structure, C4H6S (ωB97M-V with the def2-TZVPD basis set, OMol25).

Each line ends with the Löwdin charge.
Positions of all 11 atoms, in Å:
C 0.180 0.330 -1.297  -0.215
C -0.315 0.819 -0.018  -0.938
C -0.126 0.056 1.173  -0.245
C 0.177 -1.208 0.994  0.016
H 0.978 -0.822 -1.174  0.162
H 0.616 1.367 -1.842  0.101
H -0.957 -0.091 -1.930  0.175
H -0.190 0.600 2.073  0.084
H 0.178 -1.680 0.014  0.040
H 0.082 -1.798 1.975  0.103
S -0.623 2.426 0.032  0.718

**2S+1**: 1
**Frontier orbital gap**: 7.777 eV
**E_tot**: -554.046301 Eh
**Energy above the lowest of the compared OMol25 structures with the same formula, charge and spin**: 79.0 kcal per mole


No. 3
# C3H4N2O

C3H4N2O in the gas phase (ωB97M-V with the def2-TZVPD basis set, OMol25).

Each line ends with the Löwdin charge.
Positions of all 10 atoms, in Å:
O -1.966 0.418 0.461  0.070
C -0.656 0.153 0.247  -0.401
C 0.444 0.946 0.223  -0.006
C 1.509 0.021 -0.011  -0.168
N 1.094 -1.208 -0.186  0.014
N -0.273 -1.146 -0.012  0.013
H -2.244 -0.120 1.218  0.121
H 0.475 2.019 0.309  0.102
H 2.570 0.237 -0.042  0.101
H -0.774 -1.500 -0.816  0.153

**2S+1**: 1
**Frontier orbital gap**: 9.971 eV
**E_tot**: -301.429450 Eh
**Energy above the lowest of the compared OMol25 structures with the same formula, charge and spin**: 36.3 kcal per mole
**SMILES**: Oc1ccn[nH]1


No. 4
# C2H10N2OSi

2 unconnected molecules or ions with the total composition C2H10N2OSi (ωB97M-V with the def2-TZVPD basis set, OMol25).

Each line ends with the Löwdin charge.
Positions of all 16 atoms, in Å:
C 3.740 0.907 -0.112  -0.215
C -3.312 0.197 -0.115  -0.221
N -0.062 0.594 -0.200  -0.164
N -1.573 -1.872 0.422  -0.098
O 3.042 -0.272 0.027  -0.149
Si -1.450 -0.306 -0.071  0.452
H 3.226 1.656 -0.877  0.119
H 4.779 0.743 -0.260  0.055
H 3.799 1.289 0.883  0.055
H -3.719 -0.256 0.863  0.035
H -3.554 1.222 -0.467  0.021
H -3.725 -0.515 -0.990  0.062
H 2.091 -0.107 0.143  0.022
H -0.060 1.319 -0.820  -0.118
H -2.440 -2.008 0.977  0.041
H -0.783 -2.590 0.596  0.102

**2S+1**: 1
**Frontier orbital gap**: 9.268 eV
**E_tot**: -556.405939 Eh
**Energy above the lowest of the compared OMol25 structures with the same formula, charge and spin**: 73.4 kcal per mole
**SMILES**: [H]/N=[Si](\C)N.CO


No. 5
# C36H81BBr2N5O21P4

6 unconnected molecules or ions with the total composition C36H81BBr2N5O21P4 (ωB97M-V with the def2-TZVPD basis set, OMol25).

Each line ends with the Löwdin charge.
Positions of all 150 atoms, in Å:
C 3.190 -0.117 1.904  -0.075
C 2.216 0.369 0.695  -0.199
O 1.031 0.948 1.344  -0.229
C -0.139 0.800 0.518  -0.188
C -1.493 1.435 1.105  -0.501
P -1.141 3.285 1.313  0.951
P 0.335 3.766 2.815  0.461
O 0.735 2.642 3.782  -0.345
O -0.194 5.164 3.677  -0.233
O 1.796 4.243 2.005  -0.210
O -2.522 1.094 0.149  -0.179
C -3.812 1.682 0.387  -0.249
C -4.905 1.257 -0.753  -0.559
Br -6.308 2.558 -1.400  0.762
C -4.971 0.012 -1.444  -0.654
C -6.109 -0.292 -2.579  -0.169
Br -3.704 -1.457 -1.169  0.754
C -4.379 1.732 1.915  -0.307
P -5.880 0.476 1.925  0.777
N -5.473 -1.022 1.551  -0.319
N -5.000 2.998 2.345  -0.006
C -6.461 3.074 2.554  -0.383
C -7.218 2.994 4.009  -0.020
O -7.321 3.350 1.634  0.011
C -4.667 4.297 1.760  -0.358
C -3.953 5.403 2.741  -0.008
O -4.937 4.771 0.613  0.036
N -3.317 1.324 3.002  -0.250
N -3.139 2.503 3.727  0.070
C -2.306 2.595 4.684  -0.155
O -1.552 2.480 5.692  0.141
P -4.050 0.242 4.302  1.001
N -2.808 -0.454 5.329  -0.102
O -5.001 1.184 5.404  -0.295
C -2.081 0.675 2.447  -0.186
C -2.119 -0.906 2.136  -0.061
B -0.887 -1.768 2.854  -0.455
O -1.106 -2.608 4.044  0.052
O 0.461 -1.813 2.327  0.089
H 3.253 -1.272 1.907  0.059
H 2.795 0.207 2.950  0.097
H 4.261 0.278 1.794  0.079
H 1.962 -0.564 0.073  0.127
H 2.810 1.147 0.077  0.129
H 0.083 1.403 -0.461  0.146
H -0.201 -0.295 0.183  0.136
H -0.515 3.663 0.051  -0.017
H -0.347 4.915 4.622  0.076
H 1.629 5.077 1.487  0.076
H -3.584 2.755 -0.038  0.139
H -7.167 -0.066 -2.199  0.054
H -5.860 0.246 -3.581  0.101
H -6.104 -1.425 -2.849  0.079
H -6.908 0.873 0.974  0.051
H -6.583 0.422 3.172  0.011
H -5.752 -1.626 2.358  -0.009
H -8.071 3.787 4.032  0.109
H -6.470 3.302 4.822  0.073
H -7.727 1.982 4.180  0.078
H -4.597 5.382 3.714  0.094
H -2.884 5.052 2.974  0.026
H -4.031 6.467 2.329  0.100
H -3.082 -1.430 5.523  0.064
H -2.707 0.039 6.235  0.067
H -5.383 0.593 6.097  0.086
H -1.150 0.741 3.154  0.167
H -1.938 -1.188 1.018  0.077
H -3.060 -1.487 2.411  0.079
H -1.937 -3.103 3.839  0.099
H 0.808 -2.747 2.341  0.128
C 6.461 -6.494 3.531  -0.113
O 6.570 -5.177 4.056  -0.191
C 6.554 -4.180 3.035  -0.193
C 5.171 -3.544 2.897  -0.202
O 4.202 -4.491 2.445  -0.200
C 3.414 -5.009 3.509  -0.108
H 6.190 -7.166 4.348  0.094
H 5.695 -6.568 2.755  0.076
H 7.427 -6.809 3.122  0.090
H 6.891 -4.598 2.080  0.126
H 7.266 -3.406 3.332  0.125
H 5.221 -2.754 2.141  0.111
H 4.853 -3.086 3.841  0.127
H 2.647 -4.280 3.789  0.077
H 4.017 -5.262 4.385  0.088
H 2.922 -5.918 3.156  0.091
C 1.953 4.004 -2.525  -0.113
O 2.727 2.816 -2.432  -0.212
C 2.973 2.224 -3.708  -0.191
C 4.366 2.575 -4.229  -0.191
O 4.490 3.973 -4.487  -0.200
C 5.151 4.664 -3.434  -0.113
H 2.048 4.549 -1.582  0.080
H 2.288 4.655 -3.335  0.087
H 0.899 3.745 -2.677  0.082
H 2.200 2.518 -4.427  0.127
H 2.912 1.140 -3.575  0.123
H 4.525 2.059 -5.180  0.126
H 5.142 2.240 -3.531  0.128
H 6.230 4.501 -3.508  0.084
H 4.799 4.348 -2.448  0.084
H 4.949 5.730 -3.546  0.094
C 8.574 8.495 -7.313  -0.111
O 9.454 7.383 -7.411  -0.194
C 10.102 7.089 -6.174  -0.196
C 9.420 5.932 -5.446  -0.195
O 8.092 6.275 -5.047  -0.199
C 7.109 5.764 -5.937  -0.115
H 7.912 8.483 -8.181  0.090
H 7.961 8.458 -6.410  0.081
H 9.153 9.424 -7.325  0.088
H 10.147 7.981 -5.539  0.125
H 11.128 6.796 -6.412  0.124
H 9.981 5.712 -4.532  0.123
H 9.416 5.027 -6.064  0.126
H 6.950 4.700 -5.738  0.080
H 7.388 5.903 -6.986  0.089
H 6.174 6.298 -5.756  0.090
C -10.292 0.544 -3.537  -0.106
O -9.882 -0.657 -2.895  -0.213
C -10.726 -1.005 -1.798  -0.198
C -11.743 -2.076 -2.192  -0.197
O -12.661 -1.589 -3.170  -0.192
C -12.321 -2.002 -4.488  -0.108
H -9.803 0.595 -4.512  0.092
H -11.373 0.583 -3.691  0.086
H -9.977 1.406 -2.940  0.084
H -11.227 -0.117 -1.397  0.126
H -10.080 -1.409 -1.013  0.119
H -12.330 -2.344 -1.309  0.124
H -11.241 -2.981 -2.550  0.126
H -12.628 -3.040 -4.639  0.089
H -11.250 -1.904 -4.687  0.083
H -12.862 -1.368 -5.193  0.091
C 5.912 -10.735 2.376  -0.105
O 5.679 -9.415 1.901  -0.209
C 6.431 -9.121 0.723  -0.196
C 5.575 -9.259 -0.536  -0.194
O 5.163 -10.610 -0.741  -0.192
C 3.832 -10.844 -0.299  -0.112
H 5.115 -10.990 3.079  0.090
H 5.911 -11.471 1.570  0.085
H 6.871 -10.772 2.904  0.089
H 7.322 -9.754 0.664  0.128
H 6.763 -8.082 0.807  0.113
H 6.179 -8.975 -1.403  0.124
H 4.708 -8.591 -0.496  0.124
H 3.125 -10.460 -1.040  0.086
H 3.632 -10.382 0.672  0.082
H 3.689 -11.922 -0.203  0.090

**Charge**: +1
**2S+1**: 1
**Frontier orbital gap**: 6.151 eV
**E_tot**: -9811.630631 Eh


No. 6
# C47H49MgN4O3P2

A molecular structure, C47H49MgN4O3P2 (ωB97M-V with the def2-TZVPD basis set, OMol25).

Each line ends with the Löwdin charge.
Positions of all 106 atoms, in Å:
Mg 0.438 1.051 0.046  0.541
O -2.816 0.949 0.152  -0.339
P -3.403 -0.402 0.461  0.731
C -2.948 -1.668 -0.761  -0.275
P -1.157 -1.834 -1.048  0.770
O -0.335 -0.935 -0.160  -0.362
C -0.772 -3.549 -0.717  -0.298
C 0.324 -3.843 0.091  -0.060
C 0.678 -5.168 0.315  -0.059
C -0.060 -6.189 -0.267  -0.064
C -1.154 -5.896 -1.075  -0.065
C -1.511 -4.577 -1.304  -0.075
C -0.852 -1.579 -2.798  -0.276
C 0.466 -1.266 -3.151  -0.073
C 0.799 -1.094 -4.488  -0.051
C -0.170 -1.251 -5.472  -0.061
C -1.475 -1.580 -5.125  -0.069
C -1.819 -1.742 -3.790  -0.080
C -5.195 -0.386 0.415  -0.291
C -5.840 0.728 -0.122  -0.067
C -7.229 0.751 -0.195  -0.067
C -7.966 -0.334 0.262  -0.067
C -7.324 -1.444 0.800  -0.068
C -5.941 -1.471 0.880  -0.074
C -2.968 -1.053 2.069  -0.290
C -3.328 -0.272 3.172  -0.075
C -3.006 -0.688 4.453  -0.067
C -2.328 -1.890 4.641  -0.066
C -1.976 -2.673 3.552  -0.056
C -2.297 -2.257 2.265  -0.062
H -3.451 -1.373 -1.681  0.067
H -3.359 -2.626 -0.437  0.078
H 0.889 -3.034 0.541  0.101
H 1.532 -5.402 0.941  0.112
H 0.218 -7.222 -0.093  0.111
H -1.724 -6.698 -1.529  0.111
H -2.358 -4.354 -1.948  0.111
H 1.220 -1.111 -2.386  0.091
H 1.817 -0.831 -4.754  0.115
H 0.091 -1.115 -6.515  0.111
H -2.227 -1.705 -5.894  0.110
H -2.841 -2.002 -3.539  0.097
H -5.251 1.568 -0.469  0.103
H -7.735 1.616 -0.607  0.109
H -9.049 -0.315 0.206  0.111
H -7.904 -2.283 1.165  0.110
H -5.442 -2.329 1.322  0.112
H -3.863 0.661 3.022  0.118
H -3.289 -0.085 5.308  0.110
H -2.081 -2.220 5.644  0.110
H -1.452 -3.610 3.700  0.111
H -2.003 -2.876 1.425  0.082
N -0.973 3.311 0.986  0.000
C -0.619 4.487 0.148  -0.225
C -0.893 4.304 -1.347  -0.174
C -0.088 3.238 -2.086  -0.222
N -0.525 1.888 -1.667  -0.011
H -1.936 3.031 0.831  0.066
H -0.912 3.595 1.958  0.091
H 0.443 4.694 0.298  0.099
H -1.159 5.376 0.472  0.111
H -0.694 5.263 -1.829  0.117
H -1.964 4.103 -1.492  0.118
H 0.976 3.338 -1.859  0.098
H -0.201 3.373 -3.159  0.117
H -0.193 1.186 -2.328  0.069
H -1.543 1.847 -1.650  0.079
O -0.281 0.758 2.000  -0.126
C 0.486 1.265 3.102  -0.128
C 1.564 2.228 2.653  -0.251
C 2.419 2.825 3.567  -0.005
C 3.394 3.684 3.098  -0.039
C 3.496 3.913 1.731  -0.038
C 2.617 3.265 0.890  -0.117
N 1.653 2.440 1.339  0.068
H -0.934 1.432 1.709  0.047
H 0.948 0.403 3.576  0.118
H -0.169 1.731 3.834  0.134
H 2.322 2.606 4.626  0.127
H 4.077 4.164 3.789  0.117
H 4.255 4.567 1.321  0.115
H 2.693 3.371 -0.189  0.113
N 2.076 0.710 -0.994  0.039
C 3.293 0.484 -0.765  -0.352
C 4.365 0.574 -1.840  -0.180
C 5.467 -0.280 -1.866  -0.047
C 6.401 -0.208 -2.894  -0.081
C 6.257 0.737 -3.901  -0.093
C 5.163 1.597 -3.884  -0.086
C 4.224 1.507 -2.863  -0.050
C 3.766 0.148 0.650  -0.172
C 4.962 0.630 1.180  -0.041
C 5.288 0.416 2.517  -0.076
C 4.432 -0.305 3.341  -0.091
C 3.242 -0.805 2.821  -0.094
C 2.913 -0.569 1.491  -0.050
H 5.590 -1.017 -1.079  0.114
H 7.246 -0.888 -2.907  0.103
H 6.992 0.804 -4.696  0.102
H 5.043 2.337 -4.668  0.100
H 3.348 2.148 -2.856  0.094
H 5.639 1.190 0.544  0.118
H 6.216 0.811 2.916  0.106
H 4.696 -0.486 4.378  0.103
H 2.573 -1.381 3.453  0.104
H 1.976 -0.932 1.080  0.087

**Charge**: +1
**2S+1**: 1
**Frontier orbital gap**: 7.340 eV
**E_tot**: -3148.002208 Eh
**Energy above the lowest of the compared OMol25 structures with the same formula, charge and spin**: 28.7 kcal per mole